Run P
C3H12N2O2 | ωB97M-V/def2-TZVPD

Results
Total charge = 0
Orbital gap = 9.8981 eV
SMILES string = [H]/N=C/NCC.O.O
Multiplicity = 1
Highest occupied orbital energy = -0.336 hartree

Geometry (Å):
H -2.34636 -2.81847 0.13535
N -1.82847 -2.11259 0.65367
C -0.64619 -1.98081 0.21146
N 0.12922 -0.94622 0.63357
C 1.40391 -0.62243 -0.00206
C 1.89449 0.75055 0.46370
H -0.21957 -2.53294 -0.62724
H -0.23309 -0.17389 1.16022
H 1.28715 -0.63436 -1.08914
H 2.17456 -1.31176 0.33329
H 1.25001 1.60932 0.24830
H 2.88015 1.03686 0.10482
H 1.92600 0.73747 1.55933
O -2.10708 1.28948 0.50679
H -2.23643 0.34456 0.53537
H -2.14600 1.45558 1.46660
O -0.32801 2.13495 -2.49018
H -1.02573 1.53440 -2.15741
H 0.17147 2.24030 -1.64645


Run Q
C3H12N2O2 | ωB97M-V/def2-TZVPD

Results
Total charge = 0
Orbital gap = 9.6508 eV
SMILES string = NCCNCO.O
Multiplicity = 1
Highest occupied orbital energy = -0.329 hartree

Geometry (Å):
N -2.64037 0.21264 0.52577
C -1.57233 -0.25355 -0.43998
C -0.24880 0.63654 -0.30082
N 0.40697 0.16133 0.91825
C 1.63637 1.00002 1.26490
O 2.66465 0.15908 1.76573
H -3.29964 -0.54861 0.61761
H -2.99530 1.11875 0.25101
H -1.92018 -0.06523 -1.49245
H -1.36251 -1.29286 -0.03083
H 0.52197 0.40784 -1.12994
H -0.57214 1.67803 -0.40831
H -0.16912 0.06161 1.73639
H 2.14365 1.46326 0.44132
H 1.53191 1.55365 2.16275
H 2.80316 -0.56169 1.14480
O 1.33903 -1.96419 -2.24303
H 1.10553 -1.10050 -2.67946
H 0.62713 -2.66614 -2.10370


Here are the energies relative to the best structure, in kcal/mol: run P 0.0; run Q 33.6.


Run P
C5H17N2O | ωB97M-V/def2-TZVPD

Results
Total charge = +1
Orbital gap = 9.5289 eV
Multiplicity = 1
Highest occupied orbital energy = -0.468 hartree

Geometry (Å):
N -0.72706 0.47645 1.80683
C -0.50167 -0.69793 0.77867
C -0.21970 -2.05696 1.42118
C 0.73058 -0.07218 -0.05873
N 0.60059 1.36146 -0.45168
C 1.67469 2.13984 0.16274
C 0.22542 1.71653 -1.79197
H -0.06276 0.32880 2.55079
H -0.34667 1.24656 1.24199
H -1.74930 0.64492 2.06839
H -1.34051 -0.81855 0.10729
H 0.07527 -2.16713 2.37281
H -1.11231 -2.76329 1.21091
H 0.45869 -2.64035 0.74739
H 1.75797 -0.04261 0.54225
H 0.76415 -0.73272 -0.91699
H 2.75238 1.85041 -0.10188
H 1.78325 3.14881 -0.24538
H 1.61782 2.17888 1.29286
H -0.19355 0.75964 -2.12656
H 0.85489 2.08248 -2.56197
H -0.68532 2.36992 -1.78203
H -2.44434 -2.19217 -2.62063
H -2.11515 -3.36642 -1.49606
O -1.79738 -2.75440 -2.15021


Run Q
C5H17N2O | ωB97M-V/def2-TZVPD

Results
Total charge = +1
Orbital gap = 10.1648 eV
Multiplicity = 1
Highest occupied orbital energy = -0.471 hartree

Geometry (Å):
C -0.11069 0.89436 -1.08987
N -1.14298 -0.09594 -1.32992
C -1.14732 -0.50543 -2.73450
C 0.26281 0.91120 0.38829
N 0.82981 -0.49423 0.73593
C 1.23310 -0.55997 2.17404
C 1.30293 1.92177 0.81109
H -0.37298 1.92010 -1.39296
H 0.83218 0.62747 -1.61326
H -2.02277 0.23022 -0.95377
H -1.08532 0.31110 -3.44701
H -0.24854 -1.14508 -2.88660
H -2.09757 -1.01312 -2.93758
H -0.56826 1.03905 1.04732
H 1.56185 -0.84697 0.12279
H 0.03431 -1.12794 0.58762
H 0.36750 -0.75393 2.81341
H 1.81114 -1.45298 2.40886
H 1.94725 0.22797 2.39704
H 1.17912 2.88264 0.23927
H 1.22590 2.46564 1.73858
H 2.33587 1.79235 0.53573
H -2.22980 -2.53919 0.04574
H -2.24855 -2.36854 1.54121
O -1.64896 -2.32058 0.79856


Run R
C5H17N2O | ωB97M-V/def2-TZVPD

Results
Total charge = +1
Orbital gap = 10.9882 eV
Multiplicity = 1
Highest occupied orbital energy = -0.508 hartree

Geometry (Å):
N -0.46052 -0.02835 -1.23838
C -0.67897 -1.14941 -0.26498
C 0.61474 -1.41517 0.48855
C 1.30623 -0.13731 1.05003
C 2.69473 0.09070 0.45061
C -1.82874 -0.77893 0.67926
N -2.77416 0.14139 0.02918
H 0.33146 -0.30768 -1.82181
H -1.30384 0.21897 -1.75954
H -0.17487 0.84269 -0.78678
H -0.94006 -1.99461 -0.88838
H 1.29521 -1.94377 -0.17923
H 0.49865 -2.09316 1.33493
H 1.45043 -0.21342 2.12455
H 0.68882 0.74309 0.93556
H 3.14283 0.95166 0.90215
H 2.67254 0.16802 -0.63728
H 3.35709 -0.74388 0.68200
H -2.34758 -1.69740 0.96474
H -1.41512 -0.38768 1.60019
H -3.58710 -0.36931 -0.28936
H -3.09404 0.85580 0.66507
H -0.26979 3.45513 -0.81062
H 0.76296 3.07579 -1.89036
O 0.05911 2.71684 -1.34010


Here are the energies relative to the best structure, in kcal/mol: run P 61.1; run Q 24.3; run R 0.0.


Run P
CH5O2 | ωB97M-V/def2-TZVPD

Results
Total charge = -1
Orbital gap = 7.9449 eV
Multiplicity = 1
Highest occupied orbital energy = -0.113 hartree

Geometry (Å):
C 0.70677 0.73314 -0.40262
O -0.65055 0.64370 -0.09319
H 0.80906 0.56330 -1.48112
H 1.25150 1.64595 -0.13531
H 1.22987 -0.13545 0.02496
H -1.28732 -1.80109 0.23940
H -0.92912 -0.26281 0.76333
O -1.13020 -1.38674 1.08455


Run Q
CH5O2 | ωB97M-V/def2-TZVPD

Results
Total charge = -1
Orbital gap = 8.1545 eV
Multiplicity = 1
Highest occupied orbital energy = -0.120 hartree

Geometry (Å):
C 0.69757 -0.21158 -0.82634
O 0.26834 0.88733 -0.08345
H -0.15508 -0.82292 -1.13635
H 1.24960 0.07366 -1.73252
H 1.33283 -0.87008 -0.21837
H -1.88131 0.50706 1.37351
H -0.39705 0.40028 0.87854
O -1.11490 0.03625 1.74498


Here are the energies relative to the best structure, in kcal/mol: run P 4.6; run Q 0.0.


Run P
C7H8N2O | ωB97M-V/def2-TZVPD

Results
Total charge = 0
Orbital gap (spin up / spin down) = 7.2085 / 7.7208 eV
Multiplicity = 1
Highest occupied orbital energy (spin up / spin down) = -0.319 / -0.288 hartree

Geometry (Å):
C -0.75745 -0.39294 2.00633
C -1.44359 -2.40078 1.92286
C -0.81508 -0.73298 0.64544
C -0.54717 -0.69429 -1.80082
C 1.71568 1.31100 -0.52653
C 0.21032 1.35382 -0.47363
C -0.48735 -0.04530 -0.53437
N -1.13927 -1.43032 2.76082
N -1.25566 -2.04002 0.64320
O -1.09275 -1.77527 -2.01422
H -0.45355 0.53317 2.45082
H -1.77701 -3.37365 2.22768
H -0.11682 -0.12103 -2.64082
H 2.21672 1.35712 -1.47534
H 2.24480 0.85593 0.29116
H -0.09529 1.83025 0.45942
H -0.16548 1.94934 -1.30803
H -1.43388 -2.53517 -0.22696


Run Q
C7H8N2O | ωB97M-V/def2-TZVPD

Results
Total charge = 0
Orbital gap (spin up / spin down) = 8.2846 / 7.8751 eV
Multiplicity = 1
Highest occupied orbital energy (spin up / spin down) = -0.328 / -0.288 hartree

Geometry (Å):
C 1.47291 0.95138 -0.47796
C 2.77381 0.77280 -0.81654
C 2.30586 -0.88523 0.50698
C 1.10520 -0.07969 0.42561
C -2.54379 -1.26749 -0.28474
C -1.83013 0.08607 -0.41107
C -1.08982 0.53633 0.83339
N -2.19006 -2.35321 0.13447
N 0.08573 -0.22043 1.16643
O 3.27332 -0.35399 -0.19305
H 0.72786 1.68728 -0.76375
H 3.60419 1.44778 -1.26057
H 2.34478 -1.91554 0.82376
H -3.60606 -1.28094 -0.50132
H -1.14493 -0.00914 -1.15931
H -2.69735 0.86622 -0.33046
H -0.81414 1.61371 0.62310
H -1.77738 0.40410 1.68505


Here are the energies relative to the best structure, in kcal/mol: run P 0.0; run Q 61.6.


Run P
C7H8N2O | ωB97M-V/def2-TZVPD

Results
Total charge = 0
Orbital gap = 8.8035 eV
SMILES string = C[C@H]1C(=O)Nc2cccn21
Multiplicity = 1
Highest occupied orbital energy = -0.294 hartree

Geometry (Å):
C -1.63278 1.06742 1.14529
C -0.96755 0.70565 -0.15617
C 0.25738 1.89767 -0.49399
O 0.09966 3.06341 -0.48238
N 1.36452 1.15788 -0.73097
C 1.16672 -0.26028 -0.57568
C 1.76968 -1.49647 -0.65421
C 0.82802 -2.37512 -0.09979
C -0.33397 -1.74906 0.13400
N -0.11939 -0.44666 -0.12701
H -0.98680 1.41660 1.92797
H -2.10875 0.24734 1.50376
H -2.45643 1.84990 0.91772
H -1.66997 0.71312 -0.97370
H 2.25072 1.66799 -1.13418
H 2.70779 -1.82791 -0.92085
H 0.87748 -3.47552 -0.03656
H -1.04633 -2.15596 0.75675


Run Q
C7H8N2O | ωB97M-V/def2-TZVPD

Results
Total charge = 0
Orbital gap = 9.4344 eV
SMILES string = CC(=O)Nc1ccccn1
Multiplicity = 1
Highest occupied orbital energy = -0.330 hartree

Geometry (Å):
C -2.18816 0.80664 0.82767
C -2.36405 -0.36220 -0.12796
O -3.37794 -0.52194 -0.65560
N -1.19955 -1.12629 -0.49457
C 0.09722 -0.63237 -0.38191
C 0.48873 0.65589 -0.64930
C 1.85358 1.06678 -0.48081
C 2.66719 0.09243 -0.12559
C 2.32706 -1.18817 0.20210
N 0.94851 -1.55561 0.10128
H -3.12294 0.69317 1.28287
H -1.14587 0.81824 1.49140
H -2.38358 1.44792 0.22486
H -1.31347 -2.22331 -0.07997
H -0.29113 1.51628 -1.11736
H 2.27289 1.98633 -0.74066
H 3.81691 0.42706 0.16961
H 2.91461 -1.90085 0.55395


Here are the energies relative to the best structure, in kcal/mol: run P 0.0; run Q 56.1.